The following is a quantum chemistry calculation of a cluster of 2 separate species, C28H30F2N in total at a distorted geometry, from the Open Molecules 2025 dataset.

Summary:
**Maximum force**: 1.4 eV Å⁻¹
**Calculated total energy**: -36440.168 eV
**Net charge**: +1
**LUMO energy**: -0.20370 Eh

Last column: Mulliken charge in e.
Element x y z (Å)
F1 4.046 -0.052 3.162  -0.38
F2 1.536 -5.152 1.005  -0.32
N1 -0.827 0.784 -3.063  0.30
C1 2.335 1.272 4.124  1.00
C2 -1.012 1.085 -1.765  0.01
C3 -1.694 -0.519 -4.997  -0.74
C4 0.427 -4.341 0.996  0.24
C5 -1.831 -3.962 0.290  -0.60
C6 0.870 2.969 0.886  -0.47
C7 -0.465 -0.121 -5.814  -0.67
C8 0.025 0.870 3.490  -0.71
C9 -0.679 -6.066 -0.469  -1.36
C10 0.463 -3.134 1.664  -0.59
C11 0.674 3.897 1.899  -0.67
C12 -0.621 -2.208 1.480  0.87
C13 0.416 -0.174 2.604  0.74
C14 -2.004 0.454 -3.870  -0.59
C15 -0.228 2.469 0.140  0.98
C16 -1.526 2.971 0.433  -0.30
C17 3.338 1.982 4.963  -1.65
C18 -0.624 4.319 2.228  -0.51
C19 0.961 1.530 4.255  -0.66
C20 0.737 0.176 -4.922  -0.79
C21 -0.686 -4.782 0.277  0.84
C22 2.714 0.268 3.231  0.11
C23 -0.584 -0.844 1.845  -0.40
C24 0.433 1.086 -3.735  -0.42
C25 -1.807 -2.699 0.844  -1.02
C26 1.811 -0.415 2.439  -0.83
C27 -1.719 3.858 1.485  -0.82
C28 -0.020 1.453 -0.863  -0.77
H1 3.765 1.301 5.711  0.38
H2 -1.477 -0.264 1.598  0.33
H3 -0.208 -0.938 -6.499  0.32
H4 -0.692 0.765 -6.423  0.33
H5 -2.729 -4.319 -0.223  0.31
H6 2.161 -1.115 1.681  0.78
H7 1.872 2.608 0.642  0.43
H8 -2.730 -0.008 -3.194  0.36
H9 1.135 -0.768 -4.535  0.33
H10 4.161 2.399 4.371  0.34
H11 -0.021 -6.026 -1.346  0.31
H12 1.242 0.980 -3.004  0.23
H13 -0.775 5.020 3.050  0.41
H14 1.534 4.279 2.455  0.43
H15 1.323 -2.861 2.271  0.87
H16 -1.536 -1.516 -4.570  0.31
H17 -2.466 1.371 -4.276  0.29
H18 -1.031 1.149 3.517  0.41
H19 0.987 1.037 -0.950  0.25
H20 -2.362 2.637 -0.177  0.27
H21 -2.054 1.036 -1.425  0.22
H22 -1.698 -6.261 -0.817  0.38
H23 -2.566 -0.595 -5.652  0.36
H24 0.638 2.296 4.965  0.32
H25 0.456 2.141 -4.072  0.28
H26 1.545 0.624 -5.510  0.35
H27 -2.676 -2.033 0.791  0.43
H28 -0.360 -6.906 0.154  0.34
H29 2.835 2.795 5.500  0.40
H30 -2.728 4.198 1.728  0.40

***

The following is a quantum chemistry calculation of a structure of composition C28H30F6N2O2PTi, from the Open Molecules 2025 dataset.

Summary:
**Multiplicity**: 2
**Maximum force**: 1.0 eV Å⁻¹
**Calculated total energy**: -85297.306 eV
**Net charge**: +2
**Energy above the lowest of the compared OMol25 structures with the same formula, charge and spin**: 0.0 kJ/mol
**LUMO energy (spin up / spin down)**: -0.23754 / -0.22868 Eh

Last column: Mulliken spin population.
Element x y z (Å)
Ti1 0.500 1.234 0.177  0.99
P1 -1.196 -0.517 -0.447  -0.05
F1 1.593 1.719 4.101  0.00
F2 1.226 0.444 2.373  0.01
F3 0.027 4.207 1.296  0.00
F4 1.185 4.248 3.090  0.00
F5 1.723 2.857 1.478  0.01
F6 -0.097 0.378 4.080  0.00
O1 -0.715 1.711 1.465  -0.03
O2 2.932 -2.081 -0.696  0.00
N1 0.012 2.669 -1.403  0.02
N2 1.936 -0.114 -0.442  0.00
C1 0.664 3.455 2.194  0.00
C2 -3.922 -1.004 -0.583  0.00
C3 -0.478 -2.621 1.276  0.00
C4 0.448 -3.464 -3.611  0.00
C5 0.624 1.209 3.361  0.00
C6 -1.374 -2.232 -2.634  0.00
C7 1.319 -2.874 -2.706  0.00
C8 -0.568 -3.347 2.457  0.00
C9 -0.520 -1.626 -1.725  -0.02
C10 -4.466 1.267 -2.098  0.00
C11 0.850 -1.944 -1.782  0.04
C12 -2.358 -1.921 3.195  0.00
C13 3.687 2.387 -0.930  0.00
C14 3.355 0.095 0.045  -0.01
C15 -0.238 2.298 2.666  0.01
C16 -1.321 -1.535 1.055  0.00
C17 -2.885 -0.132 -0.923  -0.01
C18 4.167 0.945 -0.923  0.00
C19 -0.894 -3.136 -3.577  0.00
C20 -2.258 -1.183 2.027  0.00
C21 -1.508 -2.998 3.416  0.00
C22 -3.170 0.998 -1.685  0.01
C23 1.888 -1.332 -0.927  0.01
C24 -5.491 0.399 -1.747  0.00
C25 -5.218 -0.737 -0.993  0.00
C26 4.218 0.365 -2.332  0.00
C27 3.842 -1.338 0.179  0.00
C28 -1.336 2.827 3.555  0.00
H1 2.623 2.456 -1.199  0.00
H2 4.877 0.963 -2.961  0.00
H3 -2.930 -0.348 1.866  0.00
H4 -2.385 1.674 -1.994  0.00
H5 4.597 -0.658 -2.359  0.00
H6 -0.927 3.442 4.356  0.00
H7 2.371 -3.121 -2.730  0.00
H8 0.583 3.514 -1.446  0.01
H9 -1.591 -3.574 4.328  0.00
H10 -0.934 2.989 -1.192  0.01
H11 -6.505 0.606 -2.062  0.00
H12 -1.888 2.001 3.995  0.00
H13 4.208 2.974 -1.686  0.00
H14 0.228 -2.949 0.523  0.00
H15 0.825 -4.172 -4.337  0.00
H16 3.324 0.580 1.022  0.01
H17 -6.017 -1.415 -0.723  0.00
H18 -3.104 -1.657 3.933  0.00
H19 0.080 -4.198 2.615  0.00
H20 -0.016 2.295 -2.351  0.01
H21 -4.674 2.148 -2.690  0.00
H22 5.178 0.934 -0.499  0.00
H23 4.849 -1.497 -0.195  0.00
H24 -2.013 3.429 2.952  0.00
H25 3.828 2.881 0.031  0.00
H26 -1.581 -3.590 -4.278  0.00
H27 -2.432 -2.006 -2.614  0.00
H28 -3.722 -1.889 0.009  0.00
H29 3.735 -1.763 1.173  0.00
H30 3.232 0.375 -2.807  0.00

***

The following is a quantum chemistry calculation of a structure of composition C28H31ClF2IrN6O7S, from the Open Molecules 2025 dataset.

Summary:
**Multiplicity**: 6
**Maximum force**: 0.2 eV Å⁻¹
**Calculated total energy**: -84426.700 eV
**Net charge**: +2
**Energy above the lowest of the compared OMol25 structures with the same formula, charge and spin**: 0.0 kJ/mol
**LUMO energy (spin up / spin down)**: -0.20056 / -0.29957 Eh

Last column: Mulliken spin population.
Element x y z (Å)
Ir1 -0.217 -0.007 -0.691  2.71
Cl1 1.809 -5.140 -2.953  0.00
S1 -0.745 1.704 2.054  0.03
F1 -1.699 -2.042 2.992  0.06
F2 -0.079 -2.762 1.716  0.10
O1 2.688 -5.676 -0.056  0.00
O2 -0.199 -4.938 -0.147  0.00
O3 3.722 -4.104 1.112  0.00
O4 -4.226 -4.891 -1.747  0.00
O5 1.388 -0.176 0.646  0.23
O6 -0.718 1.792 0.498  0.22
O7 2.990 -1.471 1.501  0.04
N1 -2.089 -1.143 -0.293  0.20
N2 -2.447 -5.557 -0.523  0.00
N3 -1.485 0.921 -2.465  0.19
N4 1.072 -1.740 -1.416  0.26
N5 0.966 -2.715 -2.338  -0.07
N6 1.168 1.531 -1.806  0.18
C1 -3.021 1.368 3.457  0.00
C2 2.152 -1.246 0.659  -0.01
C3 0.167 3.152 2.548  0.01
C4 -3.350 -4.638 -0.947  0.00
C5 -1.971 -3.247 -4.518  0.00
C6 -2.393 2.156 2.501  0.00
C7 -0.683 1.803 -3.346  0.01
C8 0.349 2.534 -2.511  0.02
C9 -4.422 -1.207 0.172  0.00
C10 -2.097 -2.471 -0.505  -0.04
C11 2.957 -4.517 0.122  0.00
C12 -4.319 1.682 3.837  0.00
C13 1.715 -3.774 -1.976  0.00
C14 -4.970 2.755 3.248  0.00
C15 -3.262 -3.212 -0.448  0.00
C16 2.326 -3.484 -0.760  -0.02
C17 -1.404 -5.382 0.452  0.00
C18 -0.429 -1.868 2.640  0.80
C19 -0.664 -1.419 -5.394  0.00
C20 1.901 -2.185 -0.478  0.00
C21 -1.048 -3.424 -3.498  0.00
C22 0.265 -1.586 -4.376  -0.02
C23 0.050 -2.578 -3.433  0.03
C24 -4.447 -2.562 -0.121  0.01
C25 -3.036 3.234 1.899  0.00
C26 -1.783 -2.241 -5.458  0.00
C27 -3.229 -0.525 0.056  0.02
C28 -4.335 3.527 2.277  0.00
H1 -2.504 0.527 3.901  0.00
H2 -2.550 -6.459 -0.966  0.00
H3 -4.852 4.363 1.827  0.00
H4 0.066 3.252 3.629  0.00
H5 -0.192 1.173 -4.086  0.00
H6 1.209 2.981 2.288  0.00
H7 -1.316 2.512 -3.880  0.00
H8 -5.320 -0.676 0.455  0.00
H9 0.502 -5.601 -0.055  0.00
H10 3.713 -3.129 1.225  0.00
H11 -2.234 1.458 -2.034  0.00
H12 -5.980 3.001 3.547  0.00
H13 -5.374 -3.121 -0.116  0.00
H14 1.736 1.960 -1.081  -0.01
H15 -2.832 -3.900 -4.578  0.00
H16 -0.138 3.152 -1.756  0.00
H17 -1.927 0.185 -3.012  0.00
H18 -1.148 -2.934 -0.738  0.00
H19 -4.818 1.089 4.592  0.00
H20 -3.166 0.540 0.240  0.02
H21 0.955 3.181 -3.146  0.00
H22 -2.498 -2.115 -6.260  0.00
H23 1.166 -0.985 -4.333  0.00
H24 -1.254 -6.324 0.974  0.00
H25 -1.159 -4.218 -2.768  0.00
H26 -0.500 -0.668 -6.157  0.00
H27 1.804 1.063 -2.445  -0.01
H28 -2.535 3.828 1.146  0.00
H29 -0.234 4.028 2.041  0.00
H30 0.276 -1.759 3.460  0.02
H31 -1.721 -4.633 1.177  0.00

***

Table of molecular weight (Da), in record order: 418.55, 619.39, 861.32